# 1
22
Properties=species:S:1:pos:R:3:forces:R:3 method="wB97M-V/def2-TZVPD" homo_energy_ev=-8.79 max_force_ev_per_a=4.20 charge=0 smiles=CCCCN(C)C gap_ha=0.3639
H -1.138 -2.610 -1.745 0.63 -0.41 1.27
H 2.593 1.195 -0.438 -0.33 -0.30 -0.76
H -0.853 -2.102 1.388 0.13 0.23 -1.47
C -1.210 -1.929 0.323 -2.94 -2.99 0.28
H -1.176 2.032 -0.416 0.99 0.03 -0.37
C -1.258 -0.465 0.043 0.92 1.92 2.67
C -0.088 2.282 -0.425 -0.51 2.93 2.37
H 0.945 -0.769 0.706 -1.56 1.20 -0.46
H -0.120 3.455 0.023 0.40 -3.14 -0.98
C 2.066 1.568 0.430 0.23 -3.01 2.35
H 0.336 2.418 -1.453 -0.20 -0.75 0.72
H 0.443 -2.295 -1.083 -0.04 -0.59 0.39
N 0.629 1.352 0.560 -1.44 0.64 -2.85
H -1.711 -0.013 -0.838 0.12 -0.92 -0.51
H 2.312 2.559 0.551 0.26 2.48 0.21
C 0.251 -0.022 0.147 1.59 -0.92 -1.73
H 0.560 -0.228 -0.963 0.12 0.68 1.48
H 2.552 1.043 1.322 -0.47 0.51 -1.09
H -2.313 -2.399 0.404 2.08 1.16 -0.28
H -0.432 -3.832 -0.581 0.09 0.63 -0.06
C -0.515 -2.750 -0.793 -0.71 0.67 -1.00
H -1.879 -0.018 0.856 0.62 -0.06 -0.20


# 2
19
Properties=species:S:1:pos:R:3:forces:R:3 method="wB97M-V/def2-TZVPD" homo_energy_ev=-8.84 max_force_ev_per_a=4.48 charge=0 smiles=CPc1nc(C)nn1C gap_ha=0.3583
C -0.278 0.080 0.179 0.35 -1.43 -0.39
C -0.142 1.940 1.818 -1.32 -0.25 0.64
H 3.944 -0.674 -0.066 1.93 1.11 1.30
N 1.696 0.703 0.861 0.21 0.01 0.38
H -0.603 2.768 1.258 0.66 -0.04 0.11
H -0.983 1.421 2.299 0.23 0.81 0.84
C 3.104 -0.808 -0.639 -3.74 -2.14 1.21
H -2.255 0.615 1.167 -0.47 -0.88 -0.08
H 0.681 2.197 2.483 -0.43 0.36 0.09
H -2.108 -2.147 1.800 -0.35 -0.02 0.74
H 3.001 -1.925 -0.626 0.01 0.82 -0.65
C -1.833 -2.041 0.775 0.69 0.36 -0.78
H 3.151 -0.424 -1.624 0.26 0.27 -0.92
P -2.014 -0.298 0.080 -0.88 0.16 -0.08
N 0.603 -0.733 -0.426 -1.44 0.04 -0.47
N 0.349 0.901 1.005 2.29 -0.47 -1.86
H -2.338 -2.798 0.154 0.08 0.54 0.23
C 1.773 -0.321 0.018 2.53 1.23 -0.41
H -0.740 -2.163 0.685 -0.62 -0.46 0.09


# 3
22
Properties=species:S:1:pos:R:3:forces:R:3 method="wB97M-V/def2-TZVPD" homo_energy_ev="-8.02 / -8.02" max_force_ev_per_a=1.88 charge=0 gap_ha="0.2880 / 0.2880"
H 2.017 -2.637 3.936 0.05 0.20 -0.28
C 0.449 -0.846 2.390 -1.37 0.40 -0.38
H 2.039 -4.029 0.282 0.12 0.39 0.02
C 0.552 -0.006 3.621 0.15 0.00 0.28
N -0.610 -0.747 1.546 0.50 0.43 1.05
H 0.156 -0.518 4.512 0.00 0.21 -0.24
H -1.293 2.878 -1.959 -0.80 -0.02 0.02
O -1.605 0.020 1.748 1.25 -0.73 0.02
H 0.960 0.470 -1.072 -0.36 0.06 -0.10
C -0.051 0.129 -1.335 0.30 -1.01 0.14
H 3.178 -1.478 3.271 -0.18 -0.16 -0.10
H -0.820 0.839 -1.016 0.22 -0.21 0.02
H 1.608 0.222 3.819 -0.27 0.00 0.01
H 3.048 -3.106 2.543 -0.12 0.35 0.35
C 2.485 -2.287 3.003 0.19 -0.06 0.34
O 2.471 -3.194 0.537 -0.66 -0.34 -0.59
Sn -0.470 -1.860 -0.339 -0.41 0.42 -0.73
N 1.415 -2.288 0.797 0.79 0.49 1.63
H -2.055 2.824 -1.925 0.76 0.10 -0.05
C 1.450 -1.808 2.041 -0.24 -0.48 -1.77
H -0.120 -0.059 -2.418 0.05 0.24 0.35
H 0.011 0.937 3.486 0.02 -0.28 0.00